1.
{
  "formula": "H42O21",
  "method": "ωB97M-V/def2-TZVPD",
  "symbols": ["O", "O", "O", "O", "O", "O", "O", "O", "O", "O", "O", "O", "O", "O", "O", "O", "O", "O", "O", "O", "O", "H", "H", "H", "H", "H", "H", "H", "H", "H", "H", "H", "H", "H", "H", "H", "H", "H", "H", "H", "H", "H", "H", "H", "H", "H", "H", "H", "H", "H", "H", "H", "H", "H", "H", "H", "H", "H", "H", "H", "H", "H", "H"],
  "coordinates": [[-3.81307, -0.10448, -0.13717], [-2.20899, -3.07332, 3.56657], [-1.94318, 2.67911, 2.84822], [-0.54164, -1.02626, -5.33304], [1.90140, 4.50317, 0.29862], [-2.07914, 2.05561, -3.62504], [4.56625, -1.79745, -1.90512], [3.58890, 2.38603, -2.88416], [-1.61794, 1.59612, -0.49759], [0.32973, -0.17418, 0.42374], [-3.26871, -2.92876, -2.15096], [-1.15933, -2.04319, -0.32679], [-2.62825, -0.80109, 2.14360], [-4.43838, -2.51564, 0.65383], [1.84403, -3.02451, -0.14207], [2.66093, 0.02645, -1.56238], [1.47163, -0.12116, 3.93825], [-0.10578, 3.98022, -2.66806], [1.40860, 3.04242, 2.78669], [4.65121, 0.09287, 1.00116], [1.80352, -2.89831, 3.25282], [-0.23622, 4.88990, -2.34135], [2.07076, 3.69793, 3.09362], [1.09767, -0.92387, 3.55417], [3.17949, 3.24616, -3.04728], [-0.71636, 1.58917, -0.83491], [1.53014, 2.22589, 3.32108], [-2.99905, 0.43652, -0.23557], [-2.69776, 3.27847, 2.79451], [3.57583, -0.30450, -1.27514], [-1.58605, -2.51854, -1.08404], [2.90100, 1.77106, -2.59289], [4.15207, -1.57533, -2.75713], [-1.42011, -1.37782, -5.22173], [1.61370, -3.46048, 0.69564], [-1.75513, -1.07815, 2.46659], [-2.87063, -2.73818, 4.18286], [-2.58213, 0.16176, 2.20979], [-1.31002, 3.32269, 2.45579], [-3.88413, -3.41457, -1.58090], [-4.96692, -2.11568, 1.34798], [-4.13360, -1.74604, 0.13415], [-2.63963, -3.85748, 3.16375], [4.40054, -0.83613, 1.07371], [1.06376, -2.42742, -0.02578], [-0.25338, -0.28195, -4.81331], [0.95525, -3.25012, 2.95330], [-4.37257, 0.39079, -0.76722], [0.03257, -0.75974, -0.34146], [-2.08637, 2.35557, -0.85620], [3.90414, -2.35880, -1.48284], [2.10167, -3.02174, 4.15564], [-2.02414, -1.84999, 0.09099], [-1.19751, 1.95611, -3.20462], [2.15817, 3.89277, -0.43860], [-0.12796, -0.57600, 1.16222], [1.71864, 3.67926, 0.78764], [-3.64198, -2.01550, -2.02265], [5.49360, 0.09374, 1.47043], [1.87261, 0.22499, 3.12900], [-2.07851, 3.01601, -3.79878], [-1.08117, 3.84200, -2.69018], [1.99440, -0.59450, -1.26752]],
  "forces_ev_per_a": [[-0.238, 1.538, -1.397], [-0.236, -1.085, -0.076], [0.267, 1.483, -0.738], [1.158, -0.788, -1.187], [0.197, -2.443, -1.120], [0.829, 0.811, 0.582], [-0.037, -0.205, -0.372], [-0.002, 0.364, -0.115], [-0.552, 0.021, 0.085], [0.568, -0.468, -1.396], [-0.862, 1.413, 0.539], [-1.994, -1.201, -1.113], [0.802, 0.382, 0.155], [-0.110, -0.512, -0.623], [-1.677, 0.627, 1.127], [1.275, 0.238, 0.018], [-0.098, 0.301, -0.705], [-2.062, 0.946, 0.382], [0.513, -0.137, 0.536], [0.143, -0.350, 0.307], [0.394, 0.692, -1.451], [1.320, -0.005, 0.081], [-0.547, -0.765, -0.168], [0.036, -0.377, 0.475], [-0.038, -0.384, 0.043], [0.082, 0.033, 0.254], [-0.140, 0.950, -0.341], [0.385, -0.526, 0.403], [-0.604, -0.497, 0.376], [-1.864, 0.475, -0.434], [0.919, 0.009, 0.118], [0.068, -0.012, 0.123], [0.276, -0.049, 0.347], [-0.301, 0.643, 0.718], [1.133, -0.710, -0.170], [-0.626, -0.214, 0.199], [0.097, 0.106, -0.131], [-0.065, 0.169, -0.092], [0.358, -1.154, 0.394], [0.211, -0.323, -0.006], [0.113, 0.046, 0.114], [-0.193, -0.109, 0.662], [0.396, 0.785, 0.237], [-0.260, 0.036, -0.153], [0.770, 0.050, -1.049], [-0.856, 0.131, 0.460], [0.200, -0.351, 1.318], [-0.122, -0.576, 0.377], [-0.003, 1.102, 1.580], [0.315, 0.087, -0.160], [0.004, -0.179, 0.068], [-0.892, -0.492, 0.102], [0.703, 0.449, 0.784], [-0.695, -0.322, -0.457], [0.284, 1.659, -0.432], [-0.242, 0.071, 0.073], [-0.499, 0.738, 1.558], [0.703, -1.005, -0.459], [0.039, 0.279, -0.117], [0.338, 0.172, 0.117], [-0.358, -0.773, -0.523], [0.984, -0.650, -0.096], [0.294, -0.142, 0.369]],
  "mulliken_charge": [-0.52, -0.60, -0.57, -0.62, -0.63, -0.60, -0.71, -0.62, -0.44, -0.26, -0.67, -0.55, -0.45, -0.58, -0.57, -0.55, -0.64, -0.51, -0.57, -0.59, -0.62, 0.33, 0.29, 0.30, 0.29, 0.22, 0.28, 0.41, 0.29, 0.34, 0.34, 0.32, 0.34, 0.31, 0.26, 0.23, 0.28, 0.25, 0.28, 0.33, 0.30, 0.16, 0.31, 0.30, 0.28, 0.31, 0.33, 0.25, 0.40, 0.21, 0.32, 0.28, 0.14, 0.28, 0.37, -0.03, 0.29, 0.35, 0.28, 0.33, 0.32, 0.15, 0.27],
  "gap_ha": 0.370,
  "e_lumo_ev": -0.440,
  "total_charge": 0,
  "de_lowest_kcal_mol": 174.89
}

=====

2.
{
  "formula": "C6H12O",
  "method": "ωB97M-V/def2-TZVPD",
  "symbols": ["O", "C", "C", "C", "C", "C", "C", "H", "H", "H", "H", "H", "H", "H", "H", "H", "H", "H", "H"],
  "coordinates": [[-0.62879, 1.18154, 0.90667], [-0.43541, -0.00987, 0.48038], [-1.49543, -0.70643, -0.29002], [1.87132, -0.64019, -0.41296], [-2.74338, 0.16204, -0.59426], [2.35610, 0.77631, -0.66827], [0.88528, -0.74274, 0.91663], [-1.45830, -1.83843, 0.18808], [1.50057, 1.53683, -1.06139], [-3.50570, -0.49549, -1.08773], [-2.99833, 0.57337, 0.15549], [2.93575, -1.24429, 0.05134], [0.64147, -1.80465, 1.17117], [-2.37969, 1.13281, -1.13476], [1.38272, -0.36129, 1.86682], [2.98870, 0.68539, -1.65619], [-0.85819, -1.09605, -1.26927], [2.73281, 1.37994, 0.26986], [1.41758, -0.95516, -1.33587]],
  "forces_ev_per_a": [[0.663, -3.787, -1.722], [0.363, 3.923, 3.642], [2.798, -3.333, -1.797], [2.517, -0.438, 4.826], [4.784, -4.906, -10.258], [-1.017, 2.839, -1.535], [-0.204, -0.187, -1.716], [-1.251, 2.811, -0.761], [1.435, -1.990, 0.967], [0.547, 1.232, 0.245], [-4.105, 4.650, 10.440], [-3.214, 1.220, -2.140], [0.241, 0.630, -0.612], [-0.666, -2.163, -0.058], [-0.758, 0.205, -1.567], [-0.349, 0.642, 2.382], [-1.791, 1.256, 1.743], [-0.001, -1.544, -2.061], [0.008, -1.060, -0.021]],
  "mulliken_charge": [-0.62, 0.64, -0.29, -0.36, -1.24, -0.95, -0.77, 0.28, 0.22, 0.31, 0.50, 0.23, 0.31, 0.27, 0.35, 0.30, 0.19, 0.29, 0.34],
  "gap_ha": 0.374,
  "e_lumo_ev": 0.830,
  "smiles": "CCCC(=O)CC",
  "total_charge": 0,
  "de_lowest_kcal_mol": 93.05
}

=====

3.
{
  "formula": "C6H10F3NO2S2",
  "method": "ωB97M-V/def2-TZVPD",
  "symbols": ["S", "S", "F", "F", "F", "O", "O", "N", "C", "C", "C", "C", "C", "C", "H", "H", "H", "H", "H", "H", "H", "H", "H", "H"],
  "coordinates": [[-3.00656, 0.87881, 0.17687], [-0.02068, 1.16342, 0.25639], [-3.72107, -1.87876, 0.60793], [-4.55256, -0.87587, -1.05416], [-2.45917, -1.47879, -1.08211], [-4.19873, 1.56953, -0.06663], [-2.37051, 0.82497, 1.49606], [-1.90900, 1.18598, -0.95189], [0.16527, -0.53924, 0.96085], [1.68707, -0.71109, 1.16245], [2.66122, 0.87117, -0.68235], [2.53945, -0.53946, -0.08286], [1.31875, 1.31996, -1.12704], [-3.49182, -0.97548, -0.35152], [3.05109, 1.39933, 0.18683], [2.03743, -0.04543, 1.87310], [3.40090, -0.95982, 0.41729], [2.01803, -1.32564, -0.76509], [1.76314, -1.78635, 1.49204], [-0.24537, -1.31171, 0.25864], [-0.39652, -0.48457, 1.82519], [1.22966, 2.33087, -1.33576], [1.00762, 0.59268, -1.82744], [3.49235, 0.77553, -1.38680]],
  "forces_ev_per_a": [[3.059, -2.741, 1.121], [-1.699, -0.144, -1.863], [0.147, 0.351, 0.516], [-1.679, -0.049, -1.656], [-0.533, 0.131, 0.094], [-1.757, 1.148, -0.298], [-1.223, -0.104, -0.794], [2.587, 0.561, 1.282], [1.562, 0.419, -3.081], [-2.349, -1.762, -0.896], [1.169, -1.894, 2.448], [-1.911, -2.406, -0.235], [-0.949, -1.834, 1.859], [2.177, 0.710, 1.360], [0.044, 0.823, -0.190], [0.593, 1.125, 1.964], [1.277, 0.104, -1.334], [1.538, 1.285, 0.327], [0.356, 1.134, 0.020], [0.304, 0.831, 0.531], [-1.102, -0.051, 1.815], [-0.248, 1.729, -1.025], [-0.763, -0.048, -1.408], [-0.601, 0.683, -0.559]],
  "mulliken_charge": [1.09, 0.13, -0.26, -0.21, -0.24, -0.58, -0.62, -0.48, -0.64, -1.00, -0.46, -0.57, -0.76, 0.67, 0.34, 0.51, 0.31, 0.32, 0.34, 0.29, 0.61, 0.52, 0.39, 0.29],
  "gap_ha": [0.308, 0.308],
  "e_lumo_ev": [-1.372, -1.373],
  "total_charge": 0,
  "de_lowest_kcal_mol": 0.00
}

=====

4.
{
  "formula": "C4H23N2O8S",
  "method": "ωB97M-V/def2-TZVPD",
  "symbols": ["S", "O", "O", "O", "O", "O", "O", "O", "O", "N", "N", "C", "C", "C", "C", "H", "H", "H", "H", "H", "H", "H", "H", "H", "H", "H", "H", "H", "H", "H", "H", "H", "H", "H", "H", "H", "H", "H"],
  "coordinates": [[-2.48774, -0.20146, -1.70778], [2.76610, 0.71762, 0.51570], [3.69212, -1.81270, -0.26541], [0.43721, 0.64344, -2.87299], [-2.98376, 2.58034, 1.11332], [0.00441, -2.26572, 1.83379], [1.48315, 2.53251, -1.07963], [2.16841, -3.45457, 0.84998], [-1.83152, 3.29339, -1.37660], [-0.13326, -0.18722, 2.58769], [0.57571, -1.28665, -0.70871], [-1.85074, -1.11797, -0.21438], [-0.41613, -0.58941, 0.09944], [-0.15402, 1.25041, 2.47544], [-0.19107, -1.08119, 1.56086], [3.42629, 0.01673, 0.65473], [2.05879, 2.32431, -1.83782], [1.44591, -2.95351, 1.30976], [-0.14078, 1.72395, 3.46785], [0.43328, 1.51794, -2.46670], [-0.50072, 0.37744, -2.92797], [-0.86198, 3.27376, -1.39159], [-1.75085, -2.17836, -0.39642], [1.85107, -3.52184, -0.04927], [1.94813, 2.03314, -0.37772], [0.20228, -2.23936, -0.83669], [-3.41774, 1.77693, 0.79731], [0.52828, -0.85736, -1.63742], [-1.03906, 1.64836, 1.95868], [-2.58606, -0.84342, 0.53100], [3.08309, -2.20967, 0.39242], [-2.09017, 2.34726, -1.37665], [1.90454, 0.34633, 0.76902], [-0.34258, 0.51720, 0.01441], [0.70956, 1.70519, 1.98274], [0.19756, -0.48851, 3.48696], [-2.59131, 2.99043, 0.32279], [3.17278, -1.92982, -1.06601]],
  "forces_ev_per_a": [[0.024, -0.218, 0.062], [-0.218, 0.384, 0.785], [0.656, 0.377, -0.115], [0.186, 0.020, -0.703], [-0.110, -0.061, 0.267], [-0.307, -0.184, -0.288], [0.572, 0.109, -0.301], [-0.465, -0.224, 1.044], [0.175, -0.191, 0.123], [-0.001, 0.718, -0.382], [-0.234, -0.290, -0.574], [0.204, 2.298, -1.364], [-0.874, -1.104, 1.734], [-0.400, 1.491, -0.203], [0.944, 0.721, 0.519], [-0.427, -0.077, -0.573], [-0.304, 0.208, 0.323], [0.028, -0.572, -0.312], [-0.204, -0.474, -0.112], [-0.200, -0.261, 0.221], [-0.213, 0.064, 0.276], [-0.184, -0.042, 0.106], [-0.328, -0.318, 0.202], [-0.204, -0.139, -0.208], [-0.141, 0.084, -0.184], [0.249, 0.541, 0.096], [0.140, 0.134, -0.199], [0.236, 0.057, 0.215], [0.096, -0.334, 0.199], [0.133, -0.474, 0.614], [0.423, -0.276, -0.076], [0.130, -0.142, -0.402], [0.597, -0.297, -0.264], [-0.053, -0.828, -0.088], [0.224, -0.359, -0.189], [-0.124, -0.778, -0.128], [-0.064, -0.036, 0.022], [0.039, 0.474, -0.143]],
  "mulliken_charge": [-0.58, -0.75, -0.77, -0.81, -0.73, -0.86, -0.64, -0.82, -0.80, -0.01, -0.17, -0.81, 0.06, -0.74, -0.29, 0.33, 0.34, 0.44, 0.36, 0.38, 0.22, 0.34, 0.40, 0.32, 0.35, 0.32, 0.30, 0.35, 0.26, 0.28, 0.47, 0.21, 0.27, 0.45, 0.24, 0.31, 0.47, 0.30],
  "gap_ha": 0.257,
  "e_lumo_ev": 2.933,
  "total_charge": -1,
  "de_lowest_kcal_mol": 9.85
}

=====

5.
{
  "formula": "C22H20FeN2O3S",
  "method": "ωB97M-V/def2-TZVPD",
  "symbols": ["Fe", "S", "O", "O", "O", "N", "N", "C", "C", "C", "C", "C", "C", "C", "C", "C", "C", "C", "C", "C", "C", "C", "C", "C", "C", "C", "C", "C", "C", "H", "H", "H", "H", "H", "H", "H", "H", "H", "H", "H", "H", "H", "H", "H", "H", "H", "H", "H", "H"],
  "coordinates": [[2.63479, 0.92128, 0.05069], [1.59039, -2.01143, 0.60968], [1.49414, 2.38407, 0.59780], [2.29953, -0.80146, 1.19002], [3.58754, 0.19091, -1.41447], [-0.10381, 1.58868, -0.87901], [0.92281, 0.71396, -1.20201], [-2.82465, 4.44169, 0.55915], [-0.63917, 3.43323, 0.55108], [-2.82215, -1.33520, 1.46125], [4.11822, -1.78948, -2.56482], [-0.12554, -1.79339, 0.99936], [3.19207, -0.80754, -2.17387], [-1.06652, -2.33834, 0.13995], [-1.85358, -0.78959, 2.30167], [-2.41191, -2.11552, 0.38412], [-2.36469, 5.43978, 1.40979], [0.31022, 2.39634, 0.06019], [-1.04693, 5.42545, 1.84122], [1.52316, -1.99224, -3.49615], [1.85804, -0.93607, -2.64486], [-4.28072, -1.05354, 1.68742], [0.79854, -0.02564, -2.23249], [-0.18666, 4.42349, 1.41517], [2.44665, -2.95062, -3.86279], [-0.50583, -1.00846, 2.07688], [2.01727, -3.30389, 1.76460], [-1.96735, 3.44314, 0.13008], [3.74963, -2.84089, -3.37956], [-3.15332, -2.53592, -0.28407], [-3.85382, 4.44839, 0.22385], [-0.12580, 0.01625, -2.81156], [1.49274, -4.21247, 1.47261], [3.09262, -3.45039, 1.69009], [0.50324, -2.05632, -3.86000], [-3.03222, 6.22964, 1.72943], [5.13327, -1.69049, -2.20347], [-0.68549, 6.19837, 2.50696], [-0.74951, -2.92362, -0.71529], [-4.89406, -1.91484, 1.42518], [0.84328, 4.39858, 1.74183], [-2.16161, -0.17164, 3.13589], [2.16650, -3.76511, -4.51601], [0.24771, -0.55633, 2.70878], [1.73519, -2.99287, 2.76842], [4.48798, -3.58543, -3.65172], [-2.30843, 2.66359, -0.53691], [-4.47585, -0.79356, 2.72670], [-4.60593, -0.21455, 1.06922]],
  "forces_ev_per_a": [[-0.554, -0.240, -0.661], [0.068, 0.086, -0.132], [-0.052, 0.234, 0.293], [0.230, 0.004, 0.346], [0.504, -0.211, 0.086], [0.096, -0.103, -0.051], [-0.052, 0.203, 0.133], [-0.009, 0.007, 0.008], [-0.003, -0.023, -0.085], [0.005, -0.004, 0.013], [-0.018, -0.036, -0.070], [-0.053, 0.035, -0.034], [-0.055, 0.143, 0.014], [-0.007, -0.032, 0.018], [-0.015, 0.012, -0.001], [0.019, -0.006, -0.008], [-0.003, 0.005, -0.008], [-0.003, -0.052, 0.108], [0.003, -0.017, 0.000], [0.031, -0.051, -0.023], [-0.089, -0.027, 0.062], [0.004, 0.011, 0.002], [0.012, 0.032, -0.048], [-0.007, -0.002, 0.029], [-0.042, 0.021, -0.004], [0.019, -0.014, -0.027], [-0.069, -0.029, 0.060], [-0.001, -0.022, 0.003], [0.038, 0.017, 0.012], [-0.008, -0.010, -0.001], [-0.009, 0.002, 0.000], [0.000, -0.010, 0.007], [-0.021, -0.006, 0.012], [0.012, 0.001, -0.014], [-0.017, 0.002, -0.007], [-0.012, -0.007, 0.024], [0.015, 0.005, 0.009], [0.003, 0.008, 0.004], [0.008, 0.021, -0.031], [-0.009, -0.005, -0.003], [0.013, 0.009, -0.016], [0.001, 0.012, 0.007], [-0.006, -0.014, -0.007], [0.010, 0.024, -0.004], [0.007, 0.004, 0.020], [0.008, 0.005, -0.011], [0.011, 0.011, -0.025], [-0.005, 0.001, 0.006], [0.000, 0.009, -0.004]],
  "lowdin_spin": [3.65, 0.01, 0.07, 0.05, 0.10, 0.01, 0.06, 0.00, 0.00, 0.00, 0.01, 0.00, 0.01, 0.00, 0.00, 0.00, 0.00, 0.01, 0.00, 0.00, 0.01, 0.00, 0.00, 0.00, 0.01, 0.00, 0.00, 0.00, 0.00, 0.00, 0.00, 0.00, 0.00, 0.00, 0.00, 0.00, 0.00, 0.00, 0.00, 0.00, 0.00, 0.00, 0.00, 0.00, 0.00, 0.00, 0.00, 0.00, 0.00],
  "multiplicity": 5,
  "gap_ha": [0.282, 0.286],
  "e_lumo_ev": [0.330, 0.290],
  "total_charge": 0,
  "de_lowest_kcal_mol": 2.46
}